Entry 1:
Formula: CH7ClSi2
Source: the OMol25 dataset
Level of theory: ωB97M-V/def2-TZVPD

Summary:
Net charge: 0
Spin multiplicity: 3
HOMO energy (spin up / spin down): -0.2562 / -0.4147 Eh
Total energy: -29424.720 eV
Kohn-Sham gap (spin up / spin down): 7.8 / 8.6 eV
Strongest force on any atom: 2.70 eV/Å
ΔE to the lowest compared entry with this formula, charge and spin: 0.00 kJ/mol

Positions of all 11 atoms, in Å:
C  2.918  1.083  0.126
Si  -3.005  -0.660  -0.138
Si  1.391  0.242  -0.708
Cl  1.422  -1.739  0.272
H  3.355  2.075  -0.368
H  2.607  1.361  1.167
H  3.747  0.283  0.268
H  -4.020  -0.931  0.983
H  -2.886  -1.799  -1.034
H  -3.847  0.380  -0.998
H  -1.682  -0.295  0.429

=====

Entry 2:
Formula: CH7IN3
Source: the OMol25 dataset
Level of theory: ωB97M-V/def2-TZVPD

Summary:
Net charge: +1
HOMO energy: -0.5303 Eh
Total energy: -13715.070 eV
Kohn-Sham gap: 10.6 eV
Strongest force on any atom: 2.04 eV/Å
ΔE to the lowest compared entry with this formula, charge and spin: 95.62 kJ/mol

Positions of all 12 atoms, in Å:
C  -1.035  1.094  -0.074
N  0.157  0.649  0.015
N  -1.395  2.381  0.000
N  0.613  -1.926  0.059
I  -2.652  -0.226  -0.166
H  0.373  -0.540  -0.019
H  0.883  1.242  0.381
H  -2.381  2.471  0.240
H  -0.737  3.075  0.314
H  0.180  -1.848  0.958
H  1.376  -2.507  0.402
H  0.081  -2.363  -0.671

=====

Entry 3:
Formula: CH7Li3N2O3
Source: the OMol25 dataset
Level of theory: ωB97M-V/def2-TZVPD

Summary:
Net charge: +2
HOMO energy: -0.6131 Eh
Total energy: -10876.650 eV
Kohn-Sham gap: 8.5 eV
Strongest force on any atom: 5.54 eV/Å

Positions of all 16 atoms, in Å:
Li  -15.973  -19.684  15.062
Li  -14.063  -21.318  17.044
Li  -15.162  -18.329  18.199
O  -15.631  -19.949  16.984
H  -16.295  -20.425  17.519
O  -16.663  -23.643  18.370
H  -17.395  -24.150  18.722
H  -16.994  -22.746  18.319
C  -18.416  -18.202  18.327
O  -17.247  -17.854  18.691
N  -18.690  -19.132  17.469
N  -19.569  -17.620  18.592
H  -19.610  -19.321  17.100
H  -17.904  -19.664  17.123
H  -19.618  -16.695  18.995
H  -20.354  -17.855  18.001

=====

Entry 4:
Formula: CH7N
Source: the OMol25 dataset
Level of theory: ωB97M-V/def2-TZVPD

Summary:
Net charge: 0
HOMO energy: -0.3647 Eh
Total energy: -2640.234 eV
Kohn-Sham gap: 10.9 eV
Strongest force on any atom: 2.90 eV/Å
ΔE to the lowest compared entry with this formula, charge and spin: 39.40 kJ/mol

Positions of all 9 atoms, in Å:
C  1.661  -0.215  -0.757
H  1.273  0.039  -1.765
H  2.643  0.227  -0.646
H  1.619  -1.260  -0.375
H  1.018  0.462  -0.039
N  -2.080  0.394  1.027
H  -2.469  0.703  0.160
H  -2.572  -0.427  1.287
H  -1.093  0.076  1.108

=====

Entry 5:
Formula: CH7N
Source: the OMol25 dataset
Level of theory: ωB97M-V/def2-TZVPD

Summary:
Net charge: 0
HOMO energy: -0.3753 Eh
Total energy: -2640.625 eV
Kohn-Sham gap: 11.3 eV
Strongest force on any atom: 0.45 eV/Å
ΔE to the lowest compared entry with this formula, charge and spin: 1.67 kJ/mol

Positions of all 9 atoms, in Å:
C  0.877  0.417  1.532
H  1.445  1.347  1.550
H  1.595  -0.389  1.425
H  0.286  0.339  2.438
H  0.213  0.430  0.672
N  -1.370  -0.529  -1.801
H  -0.811  0.286  -1.582
H  -0.867  -1.316  -1.420
H  -1.368  -0.585  -2.815

=====

Entry 6:
Formula: CH7N2
Source: the OMol25 dataset
Level of theory: ωB97M-V/def2-TZVPD

Summary:
Net charge: +1
HOMO energy: -0.5494 Eh
Total energy: -4122.871 eV
Kohn-Sham gap: 10.6 eV
Strongest force on any atom: 2.08 eV/Å
ΔE to the lowest compared entry with this formula, charge and spin: 100.50 kJ/mol

Positions of all 10 atoms, in Å:
N  -1.640  -0.219  -0.310
H  -1.500  -0.943  -1.012
H  -2.291  -0.511  0.417
H  -0.581  0.042  0.128
H  -2.022  0.636  -0.705
C  1.778  -0.154  0.129
N  0.761  0.507  0.492
H  2.695  -0.281  0.715
H  1.974  -0.417  -0.916
H  0.826  1.342  1.063

=====

Entry 7:
Formula: CH7N2O
Source: the OMol25 dataset
Level of theory: ωB97M-V/def2-TZVPD

Summary:
Net charge: +1
HOMO energy: -0.5735 Eh
Total energy: -6171.077 eV
Kohn-Sham gap: 10.7 eV
Strongest force on any atom: 4.42 eV/Å
ΔE to the lowest compared entry with this formula, charge and spin: 137.92 kJ/mol

Positions of all 11 atoms, in Å:
N  1.129  0.765  -1.102
C  0.509  -0.164  -0.427
N  1.033  -1.020  0.464
H  2.175  0.754  -1.098
H  0.803  1.737  -1.208
H  -0.533  -0.261  -0.516
H  0.497  -1.424  1.156
H  1.916  -1.450  0.225
H  -3.031  -0.205  0.870
H  -2.197  0.946  0.442
O  -2.301  0.322  1.193

=====

Entry 8:
Formula: CH7N2O2P
Source: the OMol25 dataset
Level of theory: ωB97M-V/def2-TZVPD

Summary:
Net charge: 0
HOMO energy: -0.3304 Eh
Total energy: -17511.998 eV
Kohn-Sham gap: 9.1 eV
Strongest force on any atom: 6.23 eV/Å
ΔE to the lowest compared entry with this formula, charge and spin: 400.32 kJ/mol

Positions of all 13 atoms, in Å:
C  0.998  1.576  0.557
O  0.845  0.154  0.472
P  -0.467  -0.342  -0.260
N  -0.009  -1.414  -1.445
N  -1.190  -1.450  0.799
O  -1.404  1.518  -0.762
H  0.831  1.992  1.535
H  0.279  1.899  -0.145
H  2.016  1.613  0.462
H  -0.266  -2.367  -1.279
H  -0.178  -1.066  -2.387
H  -1.388  -2.352  0.380
H  -2.035  -1.085  1.187

=====

Entry 9:
Formula: CH7N2P
Source: the OMol25 dataset
Level of theory: ωB97M-V/def2-TZVPD

Summary:
Net charge: 0
HOMO energy (spin up / spin down): -0.3012 / -0.2821 Eh
Total energy: -13414.582 eV
Kohn-Sham gap (spin up / spin down): 8.4 / 8.4 eV
Strongest force on any atom: 2.45 eV/Å
ΔE to the lowest compared entry with this formula, charge and spin: 376.38 kJ/mol

Positions of all 11 atoms, in Å:
C  0.927  -1.136  -0.064
N  -1.627  0.710  -0.237
N  -1.369  -0.596  0.187
P  1.766  0.400  0.267
H  0.982  -1.512  -1.110
H  0.445  -1.810  0.743
H  -1.528  0.871  -1.272
H  -0.875  1.257  0.277
H  -1.748  -1.307  -0.492
H  1.218  0.559  1.588
H  0.788  1.238  -0.634

=====

Entry 10:
Formula: CH7N2S
Source: the OMol25 dataset
Level of theory: ωB97M-V/def2-TZVPD

Summary:
Net charge: -1
HOMO energy: -0.1020 Eh
Total energy: -14966.590 eV
Kohn-Sham gap: 7.0 eV
Strongest force on any atom: 2.31 eV/Å
ΔE to the lowest compared entry with this formula, charge and spin: 57.49 kJ/mol

Positions of all 11 atoms, in Å:
S  2.831  -0.504  -1.086
H  3.540  -0.943  -0.033
N  -1.041  0.602  1.245
C  -1.209  0.341  -0.168
N  -0.176  -0.392  -0.846
H  -0.309  1.266  1.421
H  -1.064  -0.163  1.894
H  -1.088  1.315  -0.651
H  -2.196  -0.042  -0.400
H  -0.111  -1.360  -0.532
H  0.823  -0.120  -0.844

=====

Entry 11:
Formula: CH7N2S
Source: the OMol25 dataset
Level of theory: ωB97M-V/def2-TZVPD

Summary:
Net charge: +1
HOMO energy: -0.4965 Eh
Total energy: -14959.293 eV
Kohn-Sham gap: 9.6 eV
Strongest force on any atom: 2.77 eV/Å
ΔE to the lowest compared entry with this formula, charge and spin: 29.77 kJ/mol

Positions of all 11 atoms, in Å:
C  -0.801  -0.061  0.462
N  -0.844  -1.009  -0.430
N  -1.290  -0.027  1.704
S  2.396  0.509  -1.554
H  -0.246  0.856  0.101
H  -0.238  -0.996  -1.268
H  -1.025  -2.003  -0.145
H  -1.838  -0.774  2.122
H  2.129  1.395  -2.544
H  -1.100  0.617  2.460
H  2.857  1.494  -0.907

=====

Entry 12:
Formula: CH7N2S2
Source: the OMol25 dataset
Level of theory: ωB97M-V/def2-TZVPD

Summary:
Net charge: +1
HOMO energy: -0.4643 Eh
Total energy: -25790.036 eV
Kohn-Sham gap: 5.0 eV
Strongest force on any atom: 6.11 eV/Å
ΔE to the lowest compared entry with this formula, charge and spin: 496.21 kJ/mol

Positions of all 12 atoms, in Å:
C  0.965  -0.115  0.597
N  1.140  -1.465  0.213
N  1.472  0.734  -0.277
S  -2.744  1.319  -0.330
S  0.295  -2.771  0.603
H  -0.088  -0.057  0.927
H  1.463  0.131  1.539
H  -3.762  1.482  -1.228
H  2.495  0.920  -0.372
H  1.251  0.626  -1.261
H  -3.461  2.444  0.083
H  0.973  -3.248  -0.494

=====

Entry 13:
Formula: CH7N3
Source: the OMol25 dataset
Level of theory: ωB97M-V/def2-TZVPD

Summary:
Net charge: 0
HOMO energy: -0.3441 Eh
Total energy: -5620.000 eV
Kohn-Sham gap: 10.1 eV
Strongest force on any atom: 4.09 eV/Å
ΔE to the lowest compared entry with this formula, charge and spin: 87.43 kJ/mol

Positions of all 11 atoms, in Å:
H  -2.245  0.986  3.749
N  -2.106  1.184  2.770
C  -1.228  0.448  2.206
N  -0.627  0.464  1.007
H  -1.070  -0.446  2.830
H  0.332  0.224  0.864
H  -1.062  0.878  0.197
N  2.039  -0.589  -3.388
H  1.690  -0.952  -4.275
H  1.412  -1.015  -2.704
H  2.864  -1.182  -3.257

=====

Entry 14:
Formula: CH7N3O2
Source: the OMol25 dataset
Level of theory: ωB97M-V/def2-TZVPD

Summary:
Net charge: 0
HOMO energy: -0.3425 Eh
Total energy: -9711.555 eV
Kohn-Sham gap: 10.3 eV
Strongest force on any atom: 1.82 eV/Å
ΔE to the lowest compared entry with this formula, charge and spin: 353.52 kJ/mol

Positions of all 13 atoms, in Å:
N  0.281  1.262  1.497
N  -0.499  0.141  1.684
O  -0.190  -0.951  0.752
C  -0.895  -0.827  -0.446
O  -0.417  0.182  -1.275
N  1.063  -0.001  -1.493
H  -0.044  1.740  0.660
H  1.276  1.051  1.378
H  -0.253  -0.285  2.583
H  -0.796  -1.811  -0.924
H  -1.943  -0.565  -0.262
H  1.252  0.850  -2.013
H  1.165  -0.786  -2.140

=====

Entry 15:
Formula: CH7N4O
Source: the OMol25 dataset
Level of theory: ωB97M-V/def2-TZVPD

Summary:
Net charge: +1
HOMO energy: -0.5280 Eh
Total energy: -9148.749 eV
Kohn-Sham gap: 10.2 eV
Strongest force on any atom: 5.21 eV/Å
ΔE to the lowest compared entry with this formula, charge and spin: 124.91 kJ/mol

Positions of all 13 atoms, in Å:
C  -1.010  -0.140  -0.049
N  -0.065  -0.979  -0.254
N  -2.293  -0.363  0.347
N  2.138  0.162  0.557
N  1.487  -0.168  -0.619
O  -0.795  1.175  -0.228
H  -2.457  -1.300  0.752
H  -2.828  -0.117  -0.464
H  1.768  0.926  1.104
H  2.547  -0.600  1.118
H  1.893  -0.961  -1.126
H  0.993  0.480  -1.211
H  -1.379  1.885  0.073

=====

Entry 16:
Formula: CH7N5P
Source: the OMol25 dataset
Level of theory: ωB97M-V/def2-TZVPD

Summary:
Net charge: +1
Spin multiplicity: 3
HOMO energy (spin up / spin down): -0.3652 / -0.5228 Eh
Total energy: -17877.271 eV
Kohn-Sham gap (spin up / spin down): 5.5 / 7.2 eV
Strongest force on any atom: 11.15 eV/Å
ΔE to the lowest compared entry with this formula, charge and spin: 183.38 kJ/mol

Positions of all 14 atoms, in Å:
C  1.712  -0.404  0.023
N  2.388  0.585  0.330
N  -2.947  -0.280  0.269
N  1.832  -1.664  -0.364
N  -0.308  0.136  -0.031
N  -0.211  1.485  -0.532
P  -1.392  -0.937  0.366
H  2.029  1.358  0.834
H  -3.794  -0.927  0.547
H  2.839  -2.022  -0.268
H  1.224  -2.054  -0.995
H  0.685  1.868  -0.400
H  -3.222  0.646  0.211
H  -0.836  2.210  0.011

=====

Entry 17:
Formula: CH7N5S
Source: the OMol25 dataset
Level of theory: ωB97M-V/def2-TZVPD

Summary:
Net charge: +2
HOMO energy: -0.6370 Eh
Total energy: -19414.570 eV
Kohn-Sham gap: 8.0 eV
Strongest force on any atom: 3.49 eV/Å
ΔE to the lowest compared entry with this formula, charge and spin: 24.72 kJ/mol

Positions of all 14 atoms, in Å:
C  -1.699  -0.845  -0.230
N  -2.134  -2.075  -0.079
N  1.802  1.336  -0.581
N  1.737  2.455  -1.192
N  -2.641  -2.553  1.133
N  2.404  1.290  0.559
S  -0.906  0.451  -0.452
H  -2.412  -2.528  -0.967
H  1.349  2.519  -2.067
H  2.297  3.265  -0.946
H  -2.022  -2.716  1.887
H  -3.227  -3.308  0.951
H  2.686  0.431  1.181
H  2.767  2.277  0.803

=====

Entry 18:
Formula: CH7N6
Source: the OMol25 dataset
Level of theory: ωB97M-V/def2-TZVPD

Summary:
Net charge: +1
HOMO energy: -0.5319 Eh
Total energy: -10080.017 eV
Kohn-Sham gap: 9.5 eV
Strongest force on any atom: 3.04 eV/Å
ΔE to the lowest compared entry with this formula, charge and spin: 423.14 kJ/mol

Positions of all 14 atoms, in Å:
C  0.192  -0.560  0.259
N  0.943  0.627  3.108
N  -0.280  0.146  2.671
N  1.459  0.591  1.955
N  0.264  0.135  1.364
N  -1.340  0.104  -2.206
N  1.235  -0.405  -0.552
H  -0.644  -1.159  0.130
H  -1.129  -0.793  -2.664
H  -0.658  0.775  -2.687
H  -2.266  0.434  -2.475
H  -1.149  0.726  2.805
H  1.411  -0.914  -1.484
H  1.962  0.293  -0.225

=====

Entry 19:
Formula: CH7N6O2
Source: the OMol25 dataset
Level of theory: ωB97M-V/def2-TZVPD

Summary:
Net charge: +1
HOMO energy: -0.5003 Eh
Total energy: -14170.912 eV
Kohn-Sham gap: 9.1 eV
Strongest force on any atom: 7.59 eV/Å
ΔE to the lowest compared entry with this formula, charge and spin: 0.00 kJ/mol

Positions of all 16 atoms, in Å:
C  1.590  0.152  -0.083
N  0.428  -1.129  -0.094
N  -3.453  1.086  0.206
N  2.729  -0.362  -0.100
N  -0.709  -0.608  -0.032
N  -3.873  -0.064  -0.009
N  3.868  0.295  0.309
O  -1.745  -1.304  0.082
O  -0.907  0.652  -0.121
H  1.280  1.130  -0.039
H  -2.444  1.104  -0.005
H  2.863  -1.373  -0.365
H  -3.173  -0.800  -0.314
H  -4.877  -0.163  0.034
H  4.868  0.050  0.213
H  3.554  1.335  0.319

=====

Entry 20:
Formula: CH7NO
Source: the OMol25 dataset
Level of theory: ωB97M-V/def2-TZVPD

Summary:
Net charge: 0
HOMO energy: -0.3738 Eh
Total energy: -4687.825 eV
Kohn-Sham gap: 11.2 eV
Strongest force on any atom: 2.13 eV/Å
ΔE to the lowest compared entry with this formula, charge and spin: 9.85 kJ/mol

Positions of all 10 atoms, in Å:
C  0.940  -0.676  0.016
N  0.495  0.758  0.016
H  0.345  -1.119  -0.842
H  2.049  -0.808  -0.177
H  0.681  -1.167  0.985
H  0.885  1.243  0.772
H  1.020  1.226  -0.743
O  -2.150  -0.193  0.000
H  -1.346  0.354  -0.136
H  -2.919  0.382  0.109